No. 1
Density functional theory data (wB97M-V/def2-TZVPD) for C19H17N3OS in the gas phase.

```
41
Properties=species:S:1:pos:R:3:lowdin_charge:R:1
C -0.360 1.560 1.392 -0.5696
C -0.600 3.404 0.051 -0.1234
H -4.124 0.210 -0.065 0.1023
H -0.948 -2.198 1.439 0.1105
C -0.683 -0.815 -2.916 -0.0436
O 1.719 2.540 -1.270 0.0699
H 2.499 -3.943 1.171 0.1201
H -0.279 4.016 -0.772 0.1307
N 0.125 2.274 0.340 0.0281
C -1.643 3.589 0.871 -0.3556
C 0.488 -1.491 -3.106 -0.0719
H -2.987 0.358 -2.248 0.1104
C 1.552 -1.478 1.500 -0.0990
H 2.127 -2.519 -2.219 0.0969
H 0.931 -1.550 -4.089 0.1044
C 1.163 -0.075 1.127 -0.2589
H -2.357 4.386 0.860 0.0667
C -1.365 -1.599 0.647 -0.0368
C -2.534 -0.180 -1.427 -0.0371
C 3.854 -2.837 -0.079 -0.0787
N 0.118 0.437 1.816 0.1110
H 2.600 -1.482 1.812 0.1199
H 3.847 -2.197 -0.957 0.0611
H 2.626 0.181 -0.408 0.1268
H 4.527 -3.670 -0.263 0.0738
N 1.399 -2.398 0.376 -0.0967
C 2.453 -3.378 0.232 -0.2232
H 2.146 -4.071 -0.554 0.1188
H 4.253 -2.263 0.755 0.0626
H -3.133 -1.153 1.740 0.1047
C -3.168 -0.271 -0.220 -0.0970
C 1.172 -2.058 -2.025 -0.0244
H 0.947 -1.791 2.359 0.1194
C -0.647 -1.459 -0.557 -0.1025
C -2.597 -1.027 0.811 -0.0945
C 1.777 0.597 0.108 0.0696
C 1.288 1.851 -0.371 -0.4056
S -1.763 2.328 2.066 1.0705
C -1.286 -0.802 -1.642 -0.1673
C 0.673 -1.983 -0.740 -0.2007
H -1.176 -0.313 -3.736 0.1083
```

The HOMO-LUMO gap is 7.7 eV. The SMILES is CCN(Cc1cc(=O)n2ccsc2n1)c1cccc2ccccc12. Its LUMO energy is 0.4 eV. The calculation puts the HOMO energy at -7.37 eV. For the largest force on an atom, the calculation gives 0.75 eV Å⁻¹. For the energy above the lowest of the compared OMol25 structures with the same formula, charge and spin, the calculation gives 99.1 kJ/mol.



No. 2
Density functional theory data (wB97M-V/def2-TZVPD) for C5H11N in the gas phase.

```
17
Properties=species:S:1:pos:R:3:lowdin_charge:R:1
H -0.135 -2.057 0.197 0.0693
H 2.915 0.259 -0.243 0.0798
H 0.318 1.630 1.659 0.1060
C 0.410 0.605 1.275 -0.0947
C -0.463 0.140 0.145 -0.5250
C -1.582 1.083 -0.248 -0.0473
H -1.208 2.107 -0.281 0.0795
H -0.818 -1.398 -1.297 0.0878
H 2.047 -1.287 -0.160 0.0751
H -1.839 -1.560 0.121 0.0799
C -0.821 -1.304 -0.198 -0.0386
H 1.963 -0.284 -1.632 0.0806
H -2.020 0.827 -1.219 0.0763
H -2.378 1.025 0.506 0.0843
N 0.897 0.598 -0.092 -0.1158
C 1.990 -0.248 -0.537 -0.1067
H 0.735 -0.105 2.040 0.1095
```

The HOMO-LUMO gap is 9.7 eV. The SMILES is CN1CC1(C)C. Its LUMO energy is 1.1 eV. The calculation puts the HOMO energy at -8.61 eV. For the largest force on an atom, the calculation gives 0.58 eV Å⁻¹. For the energy above the lowest of the compared OMol25 structures with the same formula, charge and spin, the calculation gives 129.8 kJ/mol.



No. 3
Density functional theory data (wB97M-V/def2-TZVPD) for C28H23N5O2Zn as an isolated structure.

```
59
Properties=species:S:1:pos:R:3:lowdin_charge:R:1
H -0.224 -7.790 -1.127 0.0961
C 1.724 3.380 -1.563 -0.0841
C -3.494 3.316 -2.066 -0.1168
C 1.138 -1.732 4.871 -0.0406
H -3.419 3.658 -3.092 0.0981
C -0.229 -1.876 4.704 -0.0412
N 1.895 1.524 -0.089 0.0975
H 2.930 -0.889 4.019 0.1212
C 1.074 -6.433 -0.087 -0.0890
H 4.286 3.706 -3.755 0.1050
C 1.287 -5.119 0.304 -0.0298
C 2.591 5.025 -3.630 -0.0732
H 2.160 -4.836 0.876 0.1099
C 1.202 2.539 -0.478 -0.2855
H -4.528 5.079 -1.381 0.0915
C -0.974 -5.779 -1.162 -0.0880
N -0.010 2.856 0.112 0.1421
H -3.234 -0.266 0.642 0.0406
O -0.249 -1.850 0.011 -0.1149
H -3.826 2.024 1.542 0.1089
H 2.927 5.664 -4.437 0.1068
C 0.372 -4.129 -0.035 -0.1342
C -0.759 -4.465 -0.771 -0.0281
H 1.640 -2.196 5.710 0.1129
C -0.058 -6.765 -0.820 -0.1011
H 1.792 -7.199 0.178 0.0969
H -0.825 -2.446 5.401 0.1077
O 1.636 -2.446 1.057 0.0177
C -0.827 -1.276 3.608 -0.0930
C 2.925 3.108 -2.222 -0.0105
H -1.626 4.119 0.096 0.1178
Zn -0.724 -0.024 0.703 0.7481
C -3.082 1.569 -0.418 -0.3409
H 0.805 6.165 -3.285 0.1133
H -1.856 -6.034 -1.736 0.0973
H -1.889 -1.375 3.425 0.1208
H 2.941 0.595 1.986 0.1384
C 0.616 -2.703 0.413 -0.5845
H -0.837 5.455 -1.603 0.1546
C -2.565 0.224 -0.071 -0.1980
H -4.712 4.236 0.947 0.0987
N -0.224 4.720 -1.290 0.1299
C 1.890 0.354 1.852 -0.0481
C 3.358 3.922 -3.246 -0.0714
N 1.232 0.766 0.853 -0.0393
C -4.218 3.638 0.191 -0.1157
H -1.460 -3.683 -1.030 0.1091
C -3.716 2.388 0.526 -0.0716
C 1.857 -1.000 3.943 -0.0060
C -2.979 2.075 -1.720 -0.0710
C -4.111 4.117 -1.112 -0.1329
C 1.404 5.311 -2.992 -0.0180
H -2.523 -0.410 -0.959 0.0402
H 3.495 2.245 -1.909 0.1140
H -2.507 1.461 -2.480 0.1120
C -0.656 3.882 -0.327 -0.1433
C 0.973 4.483 -1.956 -0.1794
C 1.181 -0.440 2.874 -0.2631
N -0.143 -0.566 2.719 0.0660
```

The HOMO-LUMO gap is 7.2 eV. Its LUMO energy is -0.4 eV. The calculation puts the HOMO energy at -7.63 eV. For the largest force on an atom, the calculation gives 0.62 eV Å⁻¹.



No. 4
Density functional theory data (wB97M-V/def2-TZVPD) for a 2-piece molecular cluster, C25H28N5O3 overall.

```
61
Properties=species:S:1:pos:R:3:lowdin_charge:R:1
H 3.653 1.912 3.457 0.1146
C 1.718 2.783 -4.294 -0.0722
C 3.203 3.392 4.987 -0.0658
H 0.195 4.983 5.310 0.1083
C -1.460 -2.345 1.847 0.0171
H -0.489 1.311 0.043 0.1550
N 0.294 -1.426 3.278 -0.0369
C -0.517 0.233 0.221 0.0360
C 1.632 2.628 3.316 -0.2448
H -0.785 1.407 2.787 0.1684
H -0.826 -1.694 -0.610 0.0597
H -1.375 2.134 -5.038 0.1187
C 0.093 0.779 2.542 -0.1495
H 0.821 -2.233 5.123 0.1047
H 2.458 4.878 6.374 0.1081
C -2.013 -0.728 -4.396 0.0069
C 2.911 2.596 3.878 -0.0381
H 0.487 3.525 -5.918 0.1611
C -2.379 -2.996 -5.119 -0.1294
H -1.438 0.815 -2.283 0.1056
H 2.649 3.282 -4.492 0.1112
C -1.420 -2.599 -2.942 0.0237
N -2.758 -3.934 -6.112 -0.3088
C -0.127 -1.580 1.896 -0.4670
N -0.232 -0.175 1.475 0.0600
N 0.026 1.539 -3.487 0.0098
C 0.367 -0.142 3.736 -0.3614
H 1.927 -1.935 1.298 0.1080
H -0.325 3.528 3.348 0.1132
C 0.963 4.317 4.914 -0.0650
C -1.229 -0.237 -2.095 0.0183
H -0.394 -3.177 4.213 0.0981
H -1.911 -4.562 -3.718 0.1297
O -3.162 -3.530 -7.224 0.0854
H -1.262 -3.397 2.090 0.0958
H 2.137 1.056 1.934 0.1313
C 0.936 -2.376 1.128 0.0131
O -2.672 -5.154 -5.830 0.0738
C 0.665 3.507 3.813 -0.0442
H 0.916 -3.408 1.499 0.0952
C 1.350 1.894 -3.301 -0.1209
C 1.272 1.690 2.186 -0.0875
C -0.834 -0.628 -0.821 -0.0583
O 0.597 0.194 4.894 0.1049
H -2.038 0.342 -4.593 0.0836
H 1.945 1.521 -2.482 0.0971
C -1.529 -1.173 -3.133 -0.1711
H 4.188 3.327 5.449 0.1086
C -1.905 -3.486 -3.887 0.0306
N 0.590 2.945 -5.091 0.0604
H 0.737 -2.388 0.055 0.0700
H -1.913 -2.294 0.855 0.0778
H -2.160 -1.934 2.586 0.1099
H -2.831 -1.268 -6.325 0.1292
H 1.006 2.273 1.288 0.1196
C -2.446 -1.606 -5.367 0.0421
H -0.960 -3.017 -2.043 0.1127
C -0.402 2.164 -4.567 -0.1845
C 2.230 4.256 5.507 -0.0719
H 1.305 -3.214 3.711 0.0968
C 0.519 -2.573 4.131 0.0027
```

The HOMO-LUMO gap is 6.2 eV. As for the net charge: +1. Its LUMO energy is -5.0 eV. The calculation puts the HOMO energy at -11.25 eV. For the largest force on an atom, the calculation gives 4.28 eV Å⁻¹. For the energy above the lowest of the compared OMol25 structures with the same formula, charge and spin, the calculation gives 52.6 kJ/mol.



No. 5
Density functional theory data (wB97M-V/def2-TZVPD) for C16H20AuClNO4S2 as an isolated structure.

```
45
Properties=species:S:1:pos:R:3:lowdin_charge:R:1
H 0.692 3.999 0.500 0.1300
C -3.099 -2.844 3.294 -0.1647
H -1.311 -0.340 5.822 0.0363
O -0.201 -0.631 -1.459 -0.0054
C -2.362 -1.600 2.868 -0.7996
H 1.987 -0.526 0.948 0.0292
C 0.763 1.644 -2.739 -0.1980
H 0.014 -2.769 0.391 0.0891
H 1.664 -3.037 -2.214 0.0953
O -1.676 2.217 0.373 -0.1468
H 4.221 -0.117 -2.412 0.0994
H -1.359 -2.072 5.470 0.0767
O 1.044 2.213 -0.354 -0.1137
S -0.845 0.628 3.470 0.6432
C 1.375 1.038 -3.829 -0.0858
H -4.110 -2.820 2.890 0.0618
S -2.404 -1.368 1.179 0.6491
N 0.985 -2.307 -2.330 0.1738
H -3.149 -2.974 4.370 0.0481
C 0.505 -1.602 -1.276 -0.5514
C 1.028 -1.020 1.098 -0.2903
C 1.474 1.680 -1.527 -0.2561
O -1.905 4.252 -0.480 0.0033
H -2.867 -1.153 5.612 0.0732
H -2.597 -3.707 2.857 0.0664
C 0.857 -2.141 0.085 -0.2235
C -1.834 -1.112 5.266 -0.1714
C -0.656 2.094 -2.882 -0.0203
H 1.753 -2.775 0.016 0.1015
H 0.487 4.001 -1.262 0.1220
H 1.009 -1.426 2.107 0.0269
Au -0.470 0.453 0.853 0.7331
Cl 3.309 -0.342 -5.104 0.6247
C -1.748 -0.783 3.796 -0.7989
C 2.717 1.053 -1.434 -0.0086
C 3.282 0.403 -2.510 -0.1222
H 3.213 1.064 -0.476 0.1175
H -0.764 3.176 -2.941 0.0886
H 0.776 -1.983 -3.262 0.1042
H -1.226 1.744 -2.025 0.0777
H 0.848 0.996 -4.772 0.1081
C -1.248 3.281 -0.135 -0.7097
H -1.091 1.656 -3.777 0.0842
C 0.304 3.424 -0.352 -0.0958
C 2.611 0.433 -3.716 -0.7015
```

The spin multiplicity is 3. The HOMO-LUMO gap (alpha / beta) is 5.9 / 5.7 eV. As for the net charge: -1. Its LUMO energy (alpha / beta) is 2.5 / 1.8 eV. The calculation puts the HOMO energy (alpha / beta) at -3.40 / -3.88 eV. The expectation value of S² is 2.019. For the largest force on an atom, the calculation gives 1.42 eV Å⁻¹. For the energy above the lowest of the compared OMol25 structures with the same formula, charge and spin, the calculation gives 5.5 kJ/mol.



No. 6
Density functional theory data (wB97M-V/def2-TZVPD) for a 10-piece molecular cluster, C12H31Cl18N2O4P2S overall.

```
70
Properties=species:S:1:pos:R:3:lowdin_charge:R:1
H -1.851 1.514 1.974 0.0483
Cl 2.143 -1.693 0.857 0.5579
H -0.141 0.683 0.908 0.0895
H 0.151 -6.107 5.696 -0.0317
H 1.262 3.526 -2.575 0.0164
P 0.356 4.323 -1.858 0.4934
Cl -2.439 -4.414 2.267 0.4741
Cl 1.100 -5.703 3.093 0.5388
H 2.146 -3.620 2.849 -0.0400
Cl -2.128 -5.847 6.211 0.5120
C 3.450 -1.121 -0.195 -1.0170
C -2.178 0.642 0.123 -0.2733
H -3.471 0.102 -4.773 -0.0301
C -2.382 -6.182 2.266 -1.0607
H -7.463 -1.110 -6.905 0.0271
H -3.177 2.052 1.259 0.0625
C -3.280 -0.348 -3.810 -0.9879
Cl 5.372 -0.375 2.537 0.5466
C -0.637 0.702 -0.057 -0.1829
Cl 5.691 -1.887 -2.566 0.5437
O 0.246 3.479 2.269 -0.0523
H -3.306 7.148 -2.047 0.0076
H -6.859 -1.600 -5.305 0.0263
H 7.967 -1.353 -2.304 0.0311
H -0.098 4.388 2.317 0.1233
H -1.995 3.288 -0.534 0.0999
Cl 0.076 -6.547 8.003 0.5178
Cl 6.880 0.636 -1.675 0.4995
N -2.625 1.217 1.397 0.0190
H -2.525 -0.377 -0.008 0.1049
H -2.825 8.363 -3.254 0.0272
Cl -5.166 -0.673 -6.654 0.5337
H 3.904 -1.969 -0.687 -0.0217
Cl -3.753 6.445 -4.244 0.4704
H -0.366 -0.229 -0.549 0.0941
C -0.542 -6.621 6.351 -1.0365
Cl -3.809 -6.884 1.503 0.5198
H -0.641 1.836 -1.944 0.0324
Cl 2.842 -0.012 -1.429 0.5631
H 4.183 -0.603 0.413 -0.0622
P 1.097 3.392 0.951 0.4041
O -1.302 3.644 0.053 -0.0570
H 1.238 -3.737 4.375 0.0303
C -6.833 -0.833 -6.069 -1.0021
H 0.997 5.460 -1.356 0.0078
Cl -4.488 0.236 -2.665 0.5471
O 1.941 2.089 1.069 -0.0706
C -3.590 7.654 -2.963 -1.0438
H -1.502 -6.498 1.719 0.0023
H -2.593 1.212 -0.709 0.0530
H 7.133 -1.505 -0.740 -0.0075
H 7.177 0.720 3.573 0.0295
H -3.354 -1.427 -3.877 0.0329
C -0.109 1.780 -0.990 -0.2515
C 6.863 0.586 2.545 -0.9820
H -0.632 -7.660 6.058 0.0300
Cl -5.097 8.525 -2.685 0.5239
N -0.068 3.185 -0.420 -0.4158
Cl 3.402 -4.635 4.557 0.5264
H 1.711 1.661 1.915 0.1202
C 1.911 -4.251 3.697 -1.0230
H 6.661 1.544 2.083 0.0281
Cl 8.163 -0.205 1.653 0.5389
Cl -7.430 0.677 -5.380 0.5107
H -2.331 -6.522 3.294 -0.0125
H 0.923 1.524 -1.218 0.0310
Cl -1.624 0.074 -3.308 0.5932
S -1.198 4.655 -2.944 0.2829
O 1.877 4.586 0.744 -0.2116
C 7.065 -1.120 -1.751 -0.9993
```

The HOMO-LUMO gap is 9.2 eV. As for the net charge: +1. Its LUMO energy is -3.1 eV. The calculation puts the HOMO energy at -12.30 eV. For the largest force on an atom, the calculation gives 2.40 eV Å⁻¹.